[1]
C3H9O3 | the ωB97M-V functional and the def2-TZVPD basis

The geometry in XYZ format:
```
15
Properties=species:S:1:pos:R:3:forces:R:3:lowdin_spin:R:1
H -0.370155 1.183107 1.460585 -0.24 -0.06 0.05 0.0000
H 2.891529 -1.315448 -0.448592 -0.01 0.27 -0.03 0.0120
H -1.682296 0.546957 -1.005994 -0.06 -0.06 0.24 0.0040
O -1.603398 -1.501747 -1.135993 0.38 -0.28 -0.25 0.0066
H -1.685313 0.645963 2.557592 0.07 0.04 -0.31 0.0000
O 1.738961 0.223264 -1.197549 0.30 0.19 -0.23 0.7602
H -2.069162 1.597325 1.084348 0.13 -0.15 0.11 0.0003
C 2.833787 -0.213819 -0.504520 0.14 -0.20 0.32 0.0863
C -1.213884 -0.331403 -0.521771 2.59 1.11 -1.02 0.0484
H 0.041419 -0.124038 -0.749479 -3.33 -0.95 0.94 -0.0003
H 2.922700 0.239343 0.498529 -0.01 -0.11 -0.24 0.0068
C -1.411555 0.821095 1.510868 0.17 0.25 0.01 0.0005
O -1.554882 -0.400089 0.823630 0.11 -0.04 0.21 0.0179
H 3.716943 0.119117 -1.091633 -0.24 -0.06 0.09 0.0555
H -2.554694 -1.489626 -1.280022 0.00 0.05 0.11 0.0018
```
Forces are in eV/Å.

The value obtained for the frontier orbital gap (alpha / beta) is 0.38554 / 0.29469 Eh. As for the multiplicity: 2. The charge is 0. The strongest force on any atom comes out at 0.06982 Eh/bohr. Its HOMO energy (alpha / beta) is -0.3506 / -0.3544 Eh. The value obtained for the energy is -345.280869 hartree. The value obtained for the LUMO energy (alpha / beta) is 0.95 / -1.63 eV. For the energy above the lowest of the compared OMol25 structures with the same formula, charge and spin, the calculation gives 33.1 kcal per mole.

[2]
C3H10NS2 | the ωB97M-V functional and the def2-TZVPD basis

The geometry in XYZ format:
```
16
Properties=species:S:1:pos:R:3:forces:R:3:lowdin_charge:R:1
H 0.736771 0.519422 -1.003695 0.00 -0.06 -0.04 0.1438
C -0.108330 -1.885737 -1.206639 0.06 0.08 -0.03 0.1157
H -0.265485 -2.953624 -1.197894 -0.01 -0.02 0.00 0.0933
H -0.077992 -2.850520 1.284084 -0.03 0.01 0.04 0.0981
H 0.310658 3.062122 -1.875707 -0.04 0.03 0.01 -0.1924
H -0.833855 3.042205 1.402686 0.05 0.01 -0.04 -0.1747
H -0.103257 -1.386434 -2.166557 -0.01 -0.02 -0.04 0.0862
C 0.074041 -1.237488 -0.075307 -0.06 -0.11 0.11 -0.3464
H 0.838902 0.597873 0.617497 -0.03 -0.07 0.06 0.1562
C 0.096294 -1.778324 1.313468 0.00 0.00 -0.11 -0.0254
H -0.622827 0.774862 -0.124085 0.03 0.02 0.18 0.0722
H 1.063179 -1.607330 1.789163 0.05 0.03 0.02 0.0969
S -1.286311 3.164491 0.143665 -0.10 -0.01 -0.05 0.3017
H -0.674431 -1.314714 1.929363 -0.06 0.00 0.06 0.0964
N 0.261432 0.236966 -0.144785 0.11 0.15 -0.23 0.1862
S 0.591211 3.616229 -0.685258 0.03 -0.04 0.06 0.2924
```
Forces are in eV/Å.

The value obtained for the frontier orbital gap is 0.34496 Eh. As for the multiplicity: 1. The charge is +1. The strongest force on any atom comes out at 0.00578 Eh/bohr. Its HOMO energy is -0.4720 Eh. The value obtained for the energy is -971.155418 hartree. The value obtained for the LUMO energy is -3.46 eV. For the energy above the lowest of the compared OMol25 structures with the same formula, charge and spin, the calculation gives 24.5 kcal per mole.

[3]
C6H9NO | the ωB97M-V functional and the def2-TZVPD basis

The geometry in XYZ format:
```
17
Properties=species:S:1:pos:R:3:forces:R:3:lowdin_charge:R:1
C 0.325231 1.512216 -0.573999 1.14 -4.34 2.05 -0.0951
H 0.091139 1.776550 1.588377 0.21 2.16 2.49 0.0837
H 1.100029 -0.384615 -1.928417 -0.19 -0.13 -2.02 0.1131
C 0.284448 -0.486967 0.963772 1.69 3.48 -5.01 -0.1131
H -2.161282 -0.444480 -1.152694 -0.31 -1.41 0.96 0.0823
C 0.730194 -0.178383 -0.975145 0.75 3.12 -1.01 -0.2716
H 0.212521 -0.954013 1.859692 -0.88 -1.89 2.39 0.0929
O -0.980545 1.471079 -0.186091 -1.07 0.67 0.53 -0.0978
H 2.322647 0.288956 -0.025458 0.77 -0.28 1.88 0.1090
C -0.154596 1.066728 0.916290 2.33 -1.77 -4.66 -0.1065
H 0.882489 2.404748 -0.839628 -0.35 0.16 0.06 0.1192
H -2.223801 -2.021783 0.012777 1.28 1.82 -0.69 0.0916
C 1.672133 -0.590306 0.124997 -0.28 3.81 0.52 -0.0516
N -0.267039 -0.861534 -0.386070 -5.59 -4.60 5.89 -0.1392
H -2.281523 -0.140545 0.643534 1.79 -2.63 -2.05 0.1470
H 2.234398 -1.490375 0.171698 -0.14 -0.99 -0.42 0.0947
C -1.786447 -0.967278 -0.213639 -1.16 2.83 -0.91 -0.0585
```
Forces are in eV/Å.

The value obtained for the frontier orbital gap is 0.34325 Eh. As for the multiplicity: 1. The charge is 0. The strongest force on any atom comes out at 0.18147 Eh/bohr. Its HOMO energy is -0.3012 Eh. The value obtained for the energy is -363.759805 hartree. The value obtained for the LUMO energy is 1.14 eV. For the energy above the lowest of the compared OMol25 structures with the same formula, charge and spin, the calculation gives 165.9 kcal per mole.

> What is the formula in the second record?

C3H10NS2

> The highest multiplicity belongs to which entry?

C3H9O3